[1]
Here is a structure of composition C52H60CsN5O3PSi3 from the Open Molecules 2025 dataset. Energies are from ωB97M-V with the def2-TZVPD basis set.

Total charge: -1
Relative energy (zero: lowest compared OMol25 entry of this formula, charge and spin), kcal per mole: 4.8
LUMO level, Eh: 0.0614
Largest force on an atom, eV Å⁻¹: 0.31
Electronic energy, hartree: -3747.29082

Positions of all 125 atoms, in Å:
Cs: -0.15770 -0.82464 -1.54585
O: 3.29146 -1.51392 -5.23032
C: 2.47344 -1.60923 -4.28254
N: 1.36711 -0.91599 -4.10325
C: 1.18195 0.01105 -5.18702
C: -0.06512 0.85977 -5.13174
C: -0.20059 1.87785 -6.08856
C: -1.32866 2.66637 -6.10187
C: -2.32235 2.42873 -5.15628
C: -2.11018 1.41055 -4.25013
N: -1.01389 0.64535 -4.22289
C: 2.80792 -2.66469 -3.22932
C: 4.08801 -3.22133 -3.27213
C: 4.42141 -4.22197 -2.38166
C: 3.46770 -4.65087 -1.46844
C: 2.23280 -4.03038 -1.48557
N: 1.90000 -3.05979 -2.33519
H: 1.16949 -0.50945 -6.15920
H: 2.03556 0.70161 -5.28412
H: 0.59765 2.03202 -6.80444
H: -1.43980 3.45794 -6.83353
H: -3.22716 3.02114 -5.11845
H: -2.85292 1.19619 -3.48693
H: 4.76931 -2.84955 -4.02309
H: 5.41028 -4.66519 -2.39372
H: 3.67978 -5.42944 -0.74727
H: 1.46602 -4.32088 -0.77164
C: -0.38256 2.83625 1.93296
O: 0.17167 1.56402 1.76754
Si: 1.61523 0.99637 2.45512
C: 1.59123 1.70227 4.21901
C: 1.12778 -0.82445 2.62628
C: 3.14041 1.30128 1.57190
Si: 3.80601 2.97795 1.56096
C: 4.96406 3.41779 0.10938
C: 4.85910 3.42849 3.08096
C: 2.49964 4.35544 1.48354
Si: 4.28674 -0.08142 1.39027
C: 5.02530 -0.72848 3.02537
C: 5.85916 0.30505 0.40478
C: 3.57674 -1.61438 0.53694
H: -0.15105 3.26257 2.91814
H: -1.47296 2.77247 1.84144
H: -0.02751 3.53674 1.17288
H: 0.62952 1.56890 4.72700
H: 1.85556 2.76116 4.25652
H: 2.35030 1.16413 4.79474
H: 0.30741 -0.91646 3.34298
H: 1.94229 -1.47310 2.95077
H: 0.76449 -1.19043 1.66088
H: 6.00261 3.17245 0.33739
H: 4.91372 4.49563 -0.07932
H: 4.70710 2.90003 -0.81617
H: 5.69531 2.72674 3.16384
H: 4.27526 3.34642 4.00183
H: 5.27163 4.44135 3.02378
H: 1.91733 4.30189 0.56000
H: 2.99841 5.32967 1.50779
H: 1.80068 4.32311 2.32177
H: 5.61275 0.06968 3.49048
H: 5.69479 -1.57728 2.84746
H: 4.27083 -1.04096 3.75086
H: 6.45142 1.08508 0.89001
H: 5.65469 0.62445 -0.61882
H: 6.47729 -0.59668 0.35703
H: 2.90889 -2.18029 1.18987
H: 4.37645 -2.28920 0.21818
H: 3.01495 -1.34472 -0.36255
C: 1.93993 3.68185 -2.38958
C: 1.55472 2.48955 -1.75204
N: 0.31087 2.21738 -1.43241
C: -0.64134 3.12663 -1.70110
C: -0.35910 4.35844 -2.30950
C: 0.97768 4.61366 -2.66515
C: -1.41054 5.30732 -2.54223
C: -2.67872 5.03694 -2.17463
C: -3.01189 3.78290 -1.55878
C: -4.32712 3.46627 -1.17892
C: -4.59386 2.24241 -0.62362
C: -3.52950 1.34045 -0.46605
N: -2.28951 1.60960 -0.80346
C: -2.01517 2.81790 -1.33387
H: 2.97865 3.85398 -2.63422
H: 2.29491 1.74419 -1.47705
H: 1.22830 5.55212 -3.14678
H: -1.15908 6.24988 -3.01437
H: -3.47332 5.75517 -2.34060
H: -5.11332 4.19663 -1.33425
H: -5.59235 1.95938 -0.31807
H: -3.70581 0.34961 -0.05582
O: -2.22725 -1.97160 0.07553
P: -3.07523 -2.65692 1.08695
C: -2.66427 -4.39854 1.32256
C: -3.55156 -5.44038 1.08104
C: -3.14070 -6.75647 1.25397
C: -1.84509 -7.02982 1.66316
C: -0.95257 -5.99087 1.90234
C: -1.35985 -4.67904 1.73503
C: -2.92384 -1.91727 2.71949
C: -2.37907 -0.63931 2.78857
C: -2.24635 -0.01484 4.02213
C: -2.65225 -0.66396 5.17662
C: -3.17859 -1.95046 5.11183
C: -3.30855 -2.57996 3.88600
C: -4.82249 -2.59067 0.61734
C: -5.10039 -2.36777 -0.72908
C: -6.41545 -2.29439 -1.16676
C: -7.45593 -2.44133 -0.26080
C: -7.18381 -2.65556 1.08433
C: -5.87082 -2.72748 1.52389
H: -4.56148 -5.22753 0.75249
H: -3.83227 -7.56700 1.06302
H: -1.52526 -8.05591 1.79315
H: 0.06062 -6.20446 2.21684
H: -0.66651 -3.86514 1.92008
H: -2.00691 -0.15356 1.89357
H: -1.79153 0.96535 4.07168
H: -2.53482 -0.17880 6.13761
H: -3.46854 -2.46616 6.01852
H: -3.68252 -3.59706 3.83793
H: -4.27727 -2.23679 -1.42082
H: -6.62569 -2.11689 -2.21351
H: -8.48215 -2.38079 -0.60064
H: -7.99573 -2.75781 1.79296
H: -5.66448 -2.87384 2.57681

Here are the Mulliken charges for atoms 1 to 99, given in e: number 1, Cs, carries 1.165; number 2, O, carries -0.857; number 3, C, carries -0.318; number 4, N, carries -0.098; number 5, C, carries -1.010; number 6, C, carries 0.476; number 7, C, carries -0.755; number 8, C, carries -0.429; number 9, C, carries -0.810; number 10, C, carries -0.305; number 11, N, carries 0.155; number 12, C, carries 0.624; number 13, C, carries -0.471; number 14, C, carries -0.434; number 15, C, carries -0.649; number 16, C, carries -0.202; number 17, N, carries -0.063; number 18, H, carries 0.387; number 19, H, carries 0.319; number 20, H, carries 0.436; number 21, H, carries 0.410; number 22, H, carries 0.426; number 23, H, carries 0.504; number 24, H, carries 0.476; number 25, H, carries 0.400; number 26, H, carries 0.382; number 27, H, carries 0.430; number 28, C, carries -0.790; number 29, O, carries -0.460; number 30, Si, carries -0.584; number 31, C, carries -1.160; number 32, C, carries -0.837; number 33, C, carries 1.598; number 34, Si, carries -0.066; number 35, C, carries -1.083; number 36, C, carries -1.260; number 37, C, carries -0.801; number 38, Si, carries -0.098; number 39, C, carries -1.108; number 40, C, carries -1.158; number 41, C, carries -0.611; number 42, H, carries 0.602; number 43, H, carries 0.141; number 44, H, carries -0.133; number 45, H, carries 0.226; number 46, H, carries 0.333; number 47, H, carries 0.305; number 48, H, carries 0.264; number 49, H, carries 0.535; number 50, H, carries 0.037; number 51, H, carries 0.417; number 52, H, carries 0.414; number 53, H, carries 0.129; number 54, H, carries 0.276; number 55, H, carries 0.311; number 56, H, carries 0.346; number 57, H, carries -0.066; number 58, H, carries 0.460; number 59, H, carries 0.386; number 60, H, carries 0.224; number 61, H, carries 0.345; number 62, H, carries 0.303; number 63, H, carries 0.191; number 64, H, carries 0.298; number 65, H, carries 0.377; number 66, H, carries 0.355; number 67, H, carries 0.348; number 68, H, carries -0.084; number 69, C, carries -0.844; number 70, C, carries -1.094; number 71, N, carries 1.574; number 72, C, carries -0.317; number 73, C, carries 1.253; number 74, C, carries -0.963; number 75, C, carries -1.107; number 76, C, carries -1.095; number 77, C, carries 1.642; number 78, C, carries -1.080; number 79, C, carries -0.953; number 80, C, carries -0.394; number 81, N, carries 1.140; number 82, C, carries -0.677; number 83, H, carries 0.526; number 84, H, carries 0.209; number 85, H, carries 0.405; number 86, H, carries 0.415; number 87, H, carries 0.389; number 88, H, carries 0.391; number 89, H, carries 0.515; number 90, H, carries 0.026; number 91, O, carries -0.494; number 92, P, carries 1.223; number 93, C, carries 0.363; number 94, C, carries -0.343; number 95, C, carries -0.715; number 96, C, carries -0.475; number 97, C, carries -0.750; number 98, C, carries -0.491; number 99, C, carries 0.416

=====

[2]
Here is a cluster of 20 separate species, H40O20 in total at a distorted geometry from the Open Molecules 2025 dataset. Energies are from ωB97M-V with the def2-TZVPD basis set.

Relative energy (zero: lowest compared OMol25 entry of this formula, charge and spin), kcal per mole: 100.4
LUMO level, Eh: -0.0138
Largest force on an atom, eV Å⁻¹: 2.30
Electronic energy, hartree: -1528.72302

Positions of all 60 atoms, in Å:
O: 2.98637 -1.58702 4.53976
H: 2.21655 -2.06970 4.23358
H: 3.61700 -1.53365 3.82511
O: -3.04583 -1.35009 -2.19828
H: -3.98437 -1.27834 -2.02482
H: -2.61114 -0.82434 -1.51529
O: -4.29363 -1.84743 3.37896
H: -3.92588 -2.51435 3.96258
H: -4.33808 -2.18568 2.48101
O: 1.46173 2.17185 -0.24999
H: 1.67043 1.24462 -0.26952
H: 0.64298 2.45020 -0.67400
O: 1.07980 -1.60122 1.13307
H: 0.46837 -2.22337 0.70186
H: 0.91401 -0.99950 0.38677
O: -1.09804 2.91088 -1.20832
H: -1.15781 3.40611 -0.38449
H: -2.04977 2.89714 -1.38369
O: -3.27005 3.94421 -0.00270
H: -4.07266 3.64730 0.43025
H: -3.13627 4.86431 0.17451
O: 3.19603 0.09075 -3.33560
H: 3.53085 0.69398 -4.00413
H: 3.40152 -0.82083 -3.55426
O: -0.24903 -3.04090 -1.57413
H: -0.53640 -2.14439 -1.72111
H: -0.01728 -3.52483 -2.36338
O: -3.78540 1.84525 -2.06202
H: -3.85923 0.89320 -2.21047
H: -4.58713 2.07105 -1.57879
O: 2.95450 -3.63504 -1.70073
H: 3.32731 -2.79931 -1.99110
H: 2.10869 -3.37450 -1.30909
O: 3.12921 3.52717 2.57171
H: 4.04877 3.26058 2.52730
H: 2.74260 3.16087 1.76513
O: 1.34430 2.43382 -3.52461
H: 2.10461 1.91626 -3.75236
H: 1.26632 3.22600 -4.05628
O: 3.25116 -0.08298 -0.73735
H: 2.36005 -0.15433 -1.08102
H: 3.87565 -0.10672 -1.45805
O: -0.97002 2.70118 2.44291
H: -1.24717 1.87544 2.84910
H: -0.15718 2.82059 2.95065
O: -2.66366 0.24207 2.69354
H: -1.97657 0.23710 3.35583
H: -3.15392 -0.59857 2.65158
O: -1.56686 -2.74981 2.73426
H: -0.60381 -2.73926 2.81752
H: -1.59795 -3.13953 1.84937
O: 0.15627 -0.68864 -2.75911
H: 0.67404 -0.57344 -3.55144
H: 0.02735 0.16487 -2.32559
O: 4.23780 -3.90260 1.27988
H: 3.64342 -3.79411 0.52779
H: 4.01223 -3.16654 1.84698
O: -2.11865 0.48310 -0.04765
H: -1.80012 0.62420 0.85132
H: -2.57598 1.24689 -0.35297

Atomic charges from the Mulliken analysis, expressed in e, are listed below: number 1, O, carries -0.612; number 2, H, carries 0.306; number 3, H, carries 0.314; number 4, O, carries -0.654; number 5, H, carries 0.281; number 6, H, carries 0.374; number 7, O, carries -0.655; number 8, H, carries 0.304; number 9, H, carries 0.315; number 10, O, carries -0.513; number 11, H, carries 0.199; number 12, H, carries 0.440; number 13, O, carries -0.409; number 14, H, carries 0.283; number 15, H, carries 0.125; number 16, O, carries -0.690; number 17, H, carries 0.295; number 18, H, carries 0.186; number 19, O, carries -0.531; number 20, H, carries 0.270; number 21, H, carries 0.237; number 22, O, carries -0.580; number 23, H, carries 0.277; number 24, H, carries 0.289; number 25, O, carries -0.611; number 26, H, carries 0.308; number 27, H, carries 0.266; number 28, O, carries -0.621; number 29, H, carries 0.291; number 30, H, carries 0.304; number 31, O, carries -0.614; number 32, H, carries 0.287; number 33, H, carries 0.354; number 34, O, carries -0.647; number 35, H, carries 0.293; number 36, H, carries 0.327; number 37, O, carries -0.478; number 38, H, carries 0.212; number 39, H, carries 0.264; number 40, O, carries -0.528; number 41, H, carries 0.271; number 42, H, carries 0.288; number 43, O, carries -0.518; number 44, H, carries 0.227; number 45, H, carries 0.340; number 46, O, carries -0.619; number 47, H, carries 0.285; number 48, H, carries 0.254; number 49, O, carries -0.528; number 50, H, carries 0.260; number 51, H, carries 0.295; number 52, O, carries -0.511; number 53, H, carries 0.207; number 54, H, carries 0.239; number 55, O, carries -0.630; number 56, H, carries 0.351; number 57, H, carries 0.277; number 58, O, carries -0.171; number 59, H, carries 0.110; number 60, H, carries 0.313

=====

Number 1: Kohn-Sham gap 5.329 eV. Number 2: Kohn-Sham gap 10.169 eV.